23
Properties=species:S:1:pos:R:3:forces:R:3 method="wB97M-V/def2-TZVPD" total_charge=0 de_lowest_ev=2.673 gap_ha=0.35890 energy_ev=-13619.9294 homo_ev=-8.9 smiles="C=CC[C@](C)(O)c1ccco1"
C 0.8463 -0.7554 1.4597 0.3525 -0.5940 0.8129
C 0.4420 -1.0216 0.0377 -0.9408 0.5430 -0.6344
C 1.4763 -0.4530 -0.8701 -0.7004 0.5289 -2.6912
C 2.0524 0.9152 -0.6193 -0.0293 -2.4298 -0.7307
C 1.3799 2.0436 -0.6136 3.3703 1.1915 1.2650
C -0.8998 -0.2900 -0.0780 2.1209 -2.8159 -1.7515
C -1.3686 0.6859 0.6506 -1.2481 2.4829 2.4752
C -2.7288 0.7669 0.2723 -1.7779 1.9041 0.5996
C -2.9807 -0.0360 -0.7384 1.3444 -1.7982 -0.8371
H 0.1668 -1.1158 2.2007 -0.8766 -0.5802 0.2891
H 0.8888 0.3152 1.6852 0.5359 -0.3024 -0.4173
H 1.7612 -1.2771 1.6617 0.8861 0.1258 0.1241
H -0.2245 -2.8850 -0.0118 -0.6359 -0.4832 0.3471
H 1.0795 -0.5828 -1.9212 0.0465 0.6460 0.8621
H 2.2086 -1.2147 -0.9207 1.3695 -0.4924 0.4250
H 3.1245 0.7452 -0.5346 0.0405 1.2429 0.4184
H 2.0656 2.8793 -0.2843 -1.5671 -0.2579 -0.7483
H 0.3451 2.0881 -0.7548 -1.2297 0.4177 -0.1672
H -0.9327 1.3482 1.4254 -0.1793 -1.0218 -0.7047
H -3.5292 1.3346 0.6861 -0.0629 0.7057 0.4727
H -3.8355 -0.3657 -1.2993 -0.0157 0.1853 -0.0284
O 0.4630 -2.4007 -0.4515 -0.3192 1.3446 1.0070
O -1.8003 -0.7245 -0.9817 -0.4837 -0.5426 -0.3872

48
Properties=species:S:1:pos:R:3:forces:R:3 method="wB97M-V/def2-TZVPD" total_charge=0 s_squared=6.0121 gap_ha="0.31646 / 0.22357" energy_ev=-152264.1658 homo_ev="-9.5 / -9.5" multiplicity=5
Rh 0.0545 0.2601 -1.1805 0.3924 0.0862 0.2034
F -4.0420 -0.1648 0.9819 -0.0225 0.0067 -0.0003
C -3.4814 -1.2613 0.5036 0.0372 -0.0060 0.0003
F -4.2169 -2.3181 0.8160 -0.0227 -0.0062 -0.0146
F -3.3877 -1.1685 -0.8239 -0.0112 0.0067 0.0047
S -1.7980 -1.4263 1.2329 0.0258 -0.0411 0.0258
O -1.0748 -0.2576 0.7390 -0.0543 -0.0126 -0.0860
O -1.9835 -1.5244 2.6361 0.0216 -0.0010 0.0046
N -1.3069 -2.7847 0.5935 0.0703 0.0191 -0.0263
S -0.0651 -3.0114 -0.3050 -0.1458 0.0160 0.1357
O 0.6106 -4.2374 -0.0527 0.0157 -0.0256 0.0141
O 0.7962 -1.8282 -0.4346 -0.0476 -0.0562 -0.1760
C -0.7811 -3.2067 -1.9930 -0.0142 0.0435 0.0415
F -1.7334 -4.1199 -1.9956 -0.0099 -0.0191 -0.0283
F 0.1789 -3.5596 -2.8443 0.0020 0.0042 -0.0302
F -1.2993 -2.0356 -2.4009 0.0040 -0.0250 -0.0099
O -2.4864 2.7844 0.0950 -0.0182 0.0365 0.0019
C -1.3923 2.6148 -0.3558 0.0546 -0.0708 -0.1726
O -1.1453 1.7694 -1.3861 -0.1855 -0.0145 0.0745
C -0.1749 3.3844 0.0465 0.0304 -0.0717 0.0473
C -0.3449 4.7051 0.3959 0.0387 0.0783 0.0257
C 0.7633 5.4892 0.6817 -0.0755 0.0199 -0.0832
C 2.0395 4.9843 0.5964 0.0773 -0.0288 -0.0727
C 2.2085 3.6588 0.2441 0.0393 0.1373 -0.1299
C 1.1152 2.7848 0.0356 -0.0481 0.1073 0.0050
O 1.2808 1.5034 -0.0702 -0.1333 -0.0505 -0.0042
N 3.5823 3.1922 0.0697 0.0277 -0.4698 0.5043
O 4.4688 3.7994 0.6328 -0.0433 0.1352 -0.1491
O 3.7709 2.1873 -0.6016 0.0283 0.2241 -0.2037
N 0.5784 6.8971 1.0472 -0.0272 -0.0696 0.3602
O -0.5600 7.3126 1.1152 -0.0053 0.0128 -0.1325
O 1.5723 7.5470 1.3033 0.0282 0.0147 -0.1297
H -1.3396 5.1258 0.4422 -0.0021 -0.0012 -0.0070
H 2.8966 5.6117 0.7863 0.0190 0.0093 -0.0006
C 4.7781 -0.1359 -2.8784 -0.0130 0.0078 0.0210
As 3.2693 -0.9361 -2.0068 -0.0179 -0.0522 0.0317
C 3.5164 -0.7532 -0.1066 -0.0013 0.0232 -0.0334
C 3.3282 -2.8140 -2.3988 0.0263 -0.0150 0.0175
S 1.5275 -0.1080 -2.9991 -0.1007 -0.0067 -0.0081
H 5.6900 -0.5254 -2.4284 0.0093 -0.0099 0.0020
H 4.7261 0.9416 -2.7376 -0.0123 -0.0091 0.0175
H 4.7449 -0.3865 -3.9360 0.0021 0.0275 -0.0228
H 3.7396 -1.7492 0.2715 -0.0208 -0.0006 0.0107
H 2.6255 -0.3590 0.3669 0.0189 0.0206 -0.0008
H 4.3450 -0.0695 0.0511 0.0249 0.0086 0.0067
H 4.3338 -3.1725 -2.1805 0.0025 -0.0235 0.0042
H 3.0969 -2.9646 -3.4504 -0.0062 -0.0064 -0.0078
H 2.6039 -3.3371 -1.7760 0.0421 0.0476 -0.0303

78
Properties=species:S:1:pos:R:3:forces:R:3 method="wB97M-V/def2-TZVPD" total_charge=+2 s_squared=2.0025 de_lowest_ev=1.392 gap_ha="0.28150 / 0.28495" energy_ev=-129679.7730 homo_ev="-14.4 / -14.4" multiplicity=3
C 0.7008 -0.8693 -2.3072 0.2662 0.1455 -0.2873
C -0.3300 -1.2874 -1.4696 -0.1420 0.0214 -0.6457
C -1.6185 -1.4357 -1.9779 -0.2303 -0.0430 -0.1017
C -1.8664 -1.1951 -3.3239 -0.1167 0.0864 -0.1520
C -0.8320 -0.8001 -4.1713 0.0637 -0.0034 0.2026
C 0.4533 -0.6322 -3.6557 -0.0166 0.0614 -0.0956
P -0.0189 -1.6409 0.2458 0.0128 -3.1289 -1.9902
C -1.3077 -2.8032 0.7549 0.1799 -0.0766 -0.1613
C -2.3854 -2.4041 1.5408 -0.0214 -0.4841 -0.0438
C -3.4056 -3.3186 1.8341 0.1100 0.4684 0.1591
C -3.3326 -4.6204 1.3483 0.1976 0.0773 -0.0890
C -2.2411 -5.0155 0.5700 0.1520 0.1759 -0.0148
C -1.2271 -4.1037 0.2710 -0.5015 -0.6390 0.1461
Tm -0.0414 0.0878 1.9341 -0.6444 0.2155 4.4984
P -0.0224 1.7367 0.1355 0.5179 2.8378 -1.8062
C -1.3711 1.7922 -1.0122 -0.4122 0.0682 -0.5418
C -1.1907 2.1687 -2.3382 -0.3023 0.0324 -0.3388
C -2.2958 2.2574 -3.1883 0.0391 -0.0484 0.0207
C -3.5747 1.9694 -2.7156 0.1715 0.0499 -0.0191
C -3.7510 1.5719 -1.3916 0.0891 -0.1417 0.3204
C -2.6470 1.4723 -0.5438 -0.2357 -0.0480 -0.2585
C -0.2812 3.1370 1.2964 -0.2007 -0.1452 -0.2098
C 0.5692 3.2467 2.4014 -0.2468 -0.0722 0.1491
C 0.4040 4.2964 3.3062 0.2176 -0.2026 0.0686
C -0.6020 5.2359 3.1030 -0.0143 -0.0432 -0.0903
C -1.4455 5.1273 1.9958 -0.0260 -0.0053 -0.0695
C -1.2914 4.0803 1.0913 -0.1335 0.1285 0.2398
C 1.5479 2.0733 -0.6307 0.2633 0.2333 -0.2147
C 2.6187 1.1943 -0.4820 0.2971 0.0472 -0.0270
C 3.8559 1.4915 -1.0620 -0.1611 -0.1454 0.2176
C 4.0192 2.6779 -1.7735 -0.1556 -0.0121 0.0340
C 2.9548 3.5742 -1.8919 -0.2650 -0.0651 0.1414
C 1.7183 3.2747 -1.3106 0.6768 0.4088 -0.4137
C 1.5609 -2.5006 0.3414 0.0585 -0.2019 -0.2531
C 1.9685 -3.2790 -0.7391 0.6144 -0.4248 -0.1635
C 3.1612 -4.0032 -0.6661 -0.1882 0.1503 0.0635
C 3.9408 -3.9529 0.4912 -0.1775 0.0357 -0.1056
C 3.5272 -3.1814 1.5740 -0.2230 0.3031 0.1973
C 2.3356 -2.4499 1.4996 0.3077 -0.0338 -0.1159
H 1.3652 2.5095 2.5571 0.0490 0.2546 0.0345
H 1.0648 4.3713 4.1689 -0.1749 0.0026 -0.2119
H -0.7318 6.0567 3.8080 0.0456 -0.2315 -0.1834
H -2.2312 5.8655 1.8351 0.2207 -0.1860 0.0409
H -1.9551 3.9920 0.2355 0.0958 0.0739 0.1365
H -0.1982 2.3783 -2.7229 -0.1522 -0.0118 0.0320
H -2.1512 2.5452 -4.2305 -0.0384 -0.0567 0.3055
H -4.4330 2.0427 -3.3833 0.2168 -0.0032 0.1950
H -4.7450 1.3300 -1.0173 0.2405 0.0631 -0.0973
H -2.7737 1.1372 0.4893 -0.1785 0.1462 -0.1088
H 2.4869 0.2779 0.1030 0.1769 0.0685 -0.2566
H 4.6888 0.7994 -0.9460 -0.1882 0.1768 -0.0220
H 4.9820 2.9153 -2.2244 -0.2408 -0.0720 0.1146
H 3.0886 4.5126 -2.4279 -0.0375 -0.2247 0.1351
H 0.9041 3.9921 -1.3800 0.1098 -0.0878 -0.0026
H 1.3734 -3.3207 -1.6479 0.1073 -0.0162 0.1580
H 3.4787 -4.6064 -1.5149 -0.0742 0.1295 0.2045
H 4.8712 -4.5169 0.5448 -0.2406 0.1438 0.0191
H 4.1256 -3.1405 2.4817 -0.1160 -0.0184 -0.1966
H 2.0062 -1.8463 2.3522 0.1594 -0.2760 0.0462
H -2.4175 -1.3853 1.9410 -0.2998 -0.0371 0.0364
H -4.2447 -3.0074 2.4531 0.1718 -0.0978 -0.1321
H -4.1196 -5.3358 1.5821 0.1760 0.2066 -0.0424
H -2.1749 -6.0370 0.1993 -0.0305 0.2377 0.0811
H -0.3782 -4.4199 -0.3271 -0.1291 0.0250 0.0608
H -2.4309 -1.7510 -1.3248 0.1354 0.0217 -0.1858
H -2.8774 -1.3125 -3.7168 0.2940 -0.0035 0.1222
H -1.0273 -0.6147 -5.2264 0.0643 -0.0782 0.2573
H 1.2690 -0.3170 -4.3087 -0.2317 -0.1088 0.1880
H 1.7104 -0.7402 -1.9199 -0.2334 -0.1040 -0.1587
H -0.0960 0.2126 -7.2998 0.3644 0.0099 0.0031
H 0.6544 0.2106 -7.2489 -0.3563 -0.0015 -0.0176
Cl 0.4629 -2.3871 6.9295 -0.0005 0.3801 -0.2381
C 0.4566 -0.7889 6.1655 -0.0530 -0.3962 -0.1859
Cl -0.8728 0.1784 6.8282 0.0543 -0.0492 -0.2690
Cl 2.0018 0.0226 6.4782 -0.1030 -0.0352 -0.2570
C 0.2566 -0.9420 4.6054 0.0218 -0.3565 1.1785
O 0.1251 -2.0379 4.0951 0.0205 0.7960 -0.5331
O 0.2294 0.1849 3.9307 0.3344 0.1339 1.5001

28
Properties=species:S:1:pos:R:3:forces:R:3 method="wB97M-V/def2-TZVPD" total_charge=0 de_lowest_ev=0.000 gap_ha=0.24616 energy_ev=-18177.7178 homo_ev=-6.7
I 2.1213 -2.3104 -2.3866 -0.3353 0.2983 0.3180
C 3.1042 1.0630 1.0784 1.3532 -0.5846 -1.0989
C 1.6814 0.6142 1.1992 -1.1402 -0.6980 1.0730
C 0.8357 0.7249 -0.0655 0.0186 -0.0345 0.3277
N -0.6389 0.2390 0.0339 1.2835 2.0093 -0.0291
C -1.3270 1.1092 1.0767 1.0437 -1.1779 -0.6074
C -0.6715 -1.2432 0.3958 -1.6948 0.3196 -0.9425
C -1.7987 -1.8015 -0.5256 1.2527 0.5050 0.4144
C -1.7740 -0.8954 -1.7476 1.2638 -0.6195 -0.8781
C -1.3436 0.5085 -1.3280 -1.4075 -1.3808 0.8869
H 3.6168 0.5036 0.2958 -0.0895 -0.5033 -0.0705
H 3.6408 0.8028 1.9908 -0.0243 0.4038 0.0530
H 3.3402 2.0700 0.7345 -0.6375 0.4142 0.6049
H 1.2685 1.0684 2.1000 -0.4822 0.7386 -0.2526
H 1.6675 -0.4195 1.5446 0.3418 -0.3885 -0.3960
H 1.2896 0.0868 -0.8238 0.0441 0.0659 -0.3382
H 0.8272 1.7751 -0.3573 -0.3020 -0.0794 -0.3633
H -1.0057 2.1317 0.8781 -0.4718 0.0018 0.0410
H -0.8839 0.7652 2.0113 -0.6109 0.3036 0.1977
H -2.3940 0.9234 0.9538 0.1068 0.2702 0.5103
H -1.0872 -1.3416 1.3986 0.8739 0.1176 0.2358
H 0.3192 -1.6621 0.2193 -0.1726 -0.0963 -0.0099
H -2.7176 -1.7266 0.0560 -0.2462 -0.2814 -0.3223
H -1.5307 -2.8264 -0.7818 -0.4092 -0.0210 -0.0096
H -2.6494 -1.0298 -2.3829 -0.1017 0.6031 0.1641
H -0.9126 -1.1638 -2.3593 -0.0583 -0.8926 -0.1515
H -2.2609 1.0596 -1.1207 0.4478 0.6222 0.1030
H -0.7167 0.9753 -2.0878 0.1541 0.0845 0.5402

7
Properties=species:S:1:pos:R:3:forces:R:3 method="wB97M-V/def2-TZVPD" total_charge=0 de_lowest_ev=3.305 gap_ha=0.32575 energy_ev=-26830.7480 homo_ev=-9.2 smiles="OOC(=S)S"
C 0.2102 0.0194 0.3019 1.3075 0.5863 0.1800
O -0.5891 -0.1650 -2.1236 0.9443 0.4551 0.8965
O -0.6555 -0.3545 -0.6375 -1.1619 0.0770 -1.2534
S -0.3012 -0.9445 1.6971 -0.6170 -0.4046 1.1674
S 1.5126 0.9817 0.2921 -0.3609 0.1651 -0.6120
H 0.0803 -0.2749 2.8772 0.0538 -0.0878 -1.8347
H -0.2574 0.7378 -2.4072 -0.1658 -0.7911 1.4561

16
Properties=species:S:1:pos:R:3:forces:R:3 method="wB97M-V/def2-TZVPD" total_charge=0 de_lowest_ev=1.227 gap_ha=0.40292 energy_ev=-7393.5379 homo_ev=-9.9 smiles=OCCC1CC1
O 0.8533 -1.7718 1.0951 -0.1301 0.0255 0.2003
C -0.1000 -1.8337 0.0405 -0.1598 -0.1107 -0.2217
C 0.0141 -0.6618 -0.9326 0.0826 0.0261 -0.0026
C -0.5342 0.6462 -0.3921 -0.1342 -0.1004 -0.0097
C 0.2623 1.9193 -0.4162 0.0584 0.1587 -0.1264
C -0.0087 1.2357 0.8914 0.1034 -0.0473 0.2749
H 0.4513 -1.3175 1.8427 0.0926 -0.0506 -0.1303
H -1.1227 -1.8924 0.4397 0.1367 -0.0128 -0.0297
H 0.0990 -2.7720 -0.4872 -0.0400 0.1073 0.0177
H -0.5244 -0.9240 -1.8538 0.0996 0.0517 0.1254
H 1.0710 -0.5579 -1.2070 -0.1019 0.0268 0.0727
H -1.6038 0.7771 -0.5521 0.1561 -0.0343 0.0766
H 1.2813 1.8777 -0.7934 -0.1950 -0.0255 0.0166
H -0.2602 2.8481 -0.6219 0.0838 -0.1314 -0.0048
H 0.8335 0.7359 1.3635 -0.1496 0.1679 -0.1199
H -0.7115 1.6910 1.5834 0.0973 -0.0511 -0.1393

What did the sixth record say?
16
Properties=species:S:1:pos:R:3:forces:R:3 method="wB97M-V/def2-TZVPD" total_charge=0 de_lowest_ev=1.227 gap_ha=0.40292 energy_ev=-7393.5379 homo_ev=-9.9 smiles=OCCC1CC1
O 0.8533 -1.7718 1.0951 -0.1301 0.0255 0.2003
C -0.1000 -1.8337 0.0405 -0.1598 -0.1107 -0.2217
C 0.0141 -0.6618 -0.9326 0.0826 0.0261 -0.0026
C -0.5342 0.6462 -0.3921 -0.1342 -0.1004 -0.0097
C 0.2623 1.9193 -0.4162 0.0584 0.1587 -0.1264
C -0.0087 1.2357 0.8914 0.1034 -0.0473 0.2749
H 0.4513 -1.3175 1.8427 0.0926 -0.0506 -0.1303
H -1.1227 -1.8924 0.4397 0.1367 -0.0128 -0.0297
H 0.0990 -2.7720 -0.4872 -0.0400 0.1073 0.0177
H -0.5244 -0.9240 -1.8538 0.0996 0.0517 0.1254
H 1.0710 -0.5579 -1.2070 -0.1019 0.0268 0.0727
H -1.6038 0.7771 -0.5521 0.1561 -0.0343 0.0766
H 1.2813 1.8777 -0.7934 -0.1950 -0.0255 0.0166
H -0.2602 2.8481 -0.6219 0.0838 -0.1314 -0.0048
H 0.8335 0.7359 1.3635 -0.1496 0.1679 -0.1199
H -0.7115 1.6910 1.5834 0.0973 -0.0511 -0.1393